Entry 1:
Density functional theory data (wB97M-V/def2-TZVPD) for C23H47IN4O4PdSSi2Te as an isolated structure.

Each line ends with the Mulliken charge.
Positions of all 84 atoms, in Å:
Pd 0.081 1.397 -0.669  0.413
C 4.192 -1.071 -3.855  -1.669
C 4.361 -0.622 -2.430  0.686
C 4.863 -1.494 -1.467  -0.616
C 5.058 -1.078 -0.159  -0.312
C 4.745 0.228 0.186  -0.100
C 4.234 1.113 -0.753  -0.616
C 4.039 0.678 -2.053  -0.469
S 4.980 0.784 1.843  1.406
O 5.344 2.169 1.814  -0.719
O 5.803 -0.181 2.517  -0.766
N 3.451 0.711 2.495  -0.263
C 2.916 1.892 3.194  -0.958
C 1.394 1.865 3.129  -0.665
C 0.935 1.901 1.690  0.718
O -0.051 1.147 1.349  -0.100
O 1.502 2.610 0.845  -0.723
H 3.880 -2.115 -3.906  0.377
H 5.134 -0.981 -4.401  0.431
H 3.449 -0.465 -4.373  0.339
H 5.114 -2.511 -1.747  0.396
H 5.477 -1.746 0.582  0.547
H 3.981 2.124 -0.461  0.425
H 3.616 1.359 -2.783  0.470
H 3.376 -0.141 3.040  0.308
H 3.283 2.771 2.672  0.426
H 3.269 1.940 4.227  0.397
H 0.979 2.739 3.639  0.454
H 0.979 0.984 3.623  0.202
C -2.537 -2.412 1.757  -0.400
Si -3.868 -1.125 1.488  0.030
C -4.770 -0.767 3.086  -1.100
C -5.086 -1.684 0.181  -1.052
C -3.023 0.462 0.937  -0.104
Te -2.139 0.311 -0.985  -0.092
C -3.379 1.720 -1.962  -0.804
Si -3.445 3.550 -1.466  0.214
C -1.784 4.387 -1.480  -0.754
C -4.226 3.799 0.222  -1.066
C -4.569 4.311 -2.758  -1.051
H -2.956 -3.417 1.838  0.532
H -1.982 -2.203 2.674  0.262
H -1.813 -2.422 0.937  -0.344
H -5.239 -1.669 3.486  0.338
H -5.555 -0.022 2.936  0.309
H -4.085 -0.383 3.846  0.332
H -5.570 -2.616 0.481  0.357
H -4.604 -1.865 -0.783  0.344
H -5.870 -0.938 0.031  0.315
H -2.211 0.723 1.616  0.137
H -3.713 1.302 0.892  0.020
H -4.388 1.298 -1.934  0.488
H -3.031 1.667 -2.996  0.538
H -1.092 3.963 -0.751  0.112
H -1.939 5.441 -1.232  0.382
H -1.300 4.329 -2.457  0.254
H -3.550 3.538 1.037  0.323
H -5.158 3.242 0.347  0.336
H -4.462 4.860 0.331  0.367
H -4.144 4.202 -3.758  0.301
H -4.705 5.379 -2.570  0.304
H -5.557 3.846 -2.759  0.306
I 0.122 1.766 -3.212  -0.435
C -0.364 -3.751 -1.310  -1.214
N 0.615 -2.687 -1.365  0.372
C 0.687 -1.994 -2.633  -0.647
C 1.109 -2.069 -0.239  0.272
N 1.437 -0.831 -0.267  0.665
N 1.220 -2.909 0.873  0.283
C 1.445 -2.272 2.151  -1.143
C 1.948 -4.157 0.718  -1.162
H -1.341 -3.391 -1.657  0.265
H -0.475 -4.119 -0.294  0.450
H -0.068 -4.584 -1.955  0.314
H 0.882 -2.719 -3.429  0.300
H 1.478 -1.252 -2.599  -0.039
H -0.246 -1.470 -2.867  0.130
H 1.990 -0.577 0.545  -0.513
H 0.852 -1.360 2.222  0.235
H 2.506 -2.024 2.309  0.331
H 1.142 -2.955 2.948  0.351
H 1.860 -4.525 -0.301  0.418
H 1.552 -4.914 1.398  0.316
H 3.015 -4.021 0.941  0.297

Computed properties:
spin multiplicity: 1
ΔE to the lowest compared entry with this formula, charge and spin: 2.9 kJ/mol

Entry 2:
Density functional theory data (wB97M-V/def2-TZVPD) for C3H9NO3 as an isolated structure at a distorted geometry.

Each line ends with the natural charge from an NBO analysis.
Positions of all 16 atoms, in Å:
C 1.178 -0.435 -0.242  0.269
C 0.694 0.784 -0.734  0.134
C -2.079 -0.970 1.255  -0.228
N 0.269 0.830 -2.068  -0.830
O -0.986 -0.136 0.995  -0.847
O 2.067 -0.464 0.754  -0.648
O 1.384 1.939 -0.331  -0.701
H 2.015 -1.318 1.212  0.500
H 1.536 1.863 0.624  0.484
H 0.774 -1.374 -0.594  0.193
H -0.536 0.548 0.084  0.463
H -0.143 1.727 -2.298  0.379
H 1.011 0.622 -2.729  0.370
H -1.711 -1.913 1.688  0.155
H -2.718 -1.178 0.386  0.154
H -2.755 -0.525 1.998  0.152

Computed properties:
spin multiplicity: 1
ΔE to the lowest compared entry with this formula, charge and spin: 441.0 kJ/mol

Entry 3:
Density functional theory data (wB97M-V/def2-TZVPD) for a 8-piece molecular cluster, C32H40F24O16 overall at a distorted geometry.

Each line ends with the Mulliken charge.
Positions of all 112 atoms, in Å:
C -0.531 -0.648 -0.123  -1.112
C -1.608 0.438 -0.324  -0.197
O -2.219 0.757 0.880  -0.284
C -1.601 1.346 1.944  0.334
O -0.529 1.949 1.881  -0.523
C -2.491 1.500 3.225  0.835
F -1.632 1.591 4.314  -0.223
F -3.180 2.628 3.098  -0.225
F -3.383 0.505 3.242  -0.224
H 0.189 -0.414 0.661  0.355
H -0.007 -0.728 -1.076  0.364
H -0.996 -1.623 0.023  0.293
H -2.347 -0.017 -0.983  0.282
H -1.103 1.324 -0.709  0.325
C 3.144 6.996 5.804  -1.122
C 2.422 6.154 6.878  -0.227
O 1.174 6.783 7.026  -0.221
C 0.599 7.017 8.178  0.440
O 1.124 6.936 9.344  -0.589
C -0.819 7.558 8.062  0.842
F -1.224 7.627 6.770  -0.248
F -1.617 6.797 8.709  -0.217
F -0.830 8.839 8.541  -0.251
H 2.795 6.689 4.817  0.275
H 4.219 6.822 5.766  0.377
H 3.023 8.073 5.921  0.339
H 3.002 6.213 7.799  0.321
H 2.309 5.148 6.476  0.280
C 10.764 -1.595 -1.990  -1.152
C 9.388 -1.388 -2.653  -0.257
O 8.755 -0.382 -1.875  -0.255
C 7.598 -0.526 -1.292  0.418
O 6.940 -1.564 -1.187  -0.572
C 7.167 0.764 -0.562  0.867
F 5.962 0.992 -0.988  -0.232
F 7.218 0.597 0.755  -0.231
F 7.967 1.786 -0.980  -0.250
H 11.455 -2.231 -2.543  0.394
H 10.666 -2.067 -1.012  0.309
H 11.329 -0.669 -1.882  0.298
H 8.837 -2.328 -2.620  0.309
H 9.504 -1.312 -3.734  0.353
C 0.430 0.643 12.128  -1.098
C 0.927 1.054 13.533  -0.239
O 1.117 -0.041 14.383  -0.276
C 0.032 -0.544 15.084  0.373
O -1.093 -0.028 15.170  -0.528
C 0.385 -1.856 15.919  0.844
F 0.037 -1.638 17.187  -0.235
F -0.295 -2.867 15.462  -0.238
F 1.671 -2.106 15.784  -0.234
H -0.640 0.442 12.096  0.318
H 1.068 -0.099 11.647  0.300
H 0.523 1.503 11.466  0.373
H 0.293 1.826 13.969  0.321
H 1.879 1.562 13.379  0.321
C 0.849 4.829 -11.686  -1.150
C 0.190 3.571 -11.218  -0.202
O 0.581 3.220 -9.906  -0.266
C 0.539 1.883 -9.552  0.388
O 0.349 0.963 -10.320  -0.496
C 0.746 1.502 -8.060  0.845
F -0.439 1.399 -7.470  -0.236
F 1.402 0.328 -7.954  -0.236
F 1.494 2.399 -7.411  -0.239
H 1.920 4.668 -11.563  0.301
H 0.643 5.687 -11.045  0.303
H 0.580 5.122 -12.700  0.367
H 0.390 2.819 -11.981  0.313
H -0.898 3.609 -11.162  0.308
C -3.913 -6.778 -5.891  -1.105
C -3.928 -8.008 -5.027  -0.217
O -3.907 -9.086 -5.886  -0.196
C -3.967 -10.413 -5.463  0.332
O -3.963 -10.676 -4.266  -0.517
C -4.089 -11.452 -6.654  0.835
F -4.903 -12.435 -6.210  -0.241
F -4.670 -10.884 -7.753  -0.234
F -2.945 -11.947 -6.932  -0.217
H -3.449 -5.981 -5.309  0.322
H -4.899 -6.522 -6.278  0.314
H -3.351 -6.947 -6.810  0.317
H -4.844 -7.992 -4.437  0.285
H -3.082 -8.128 -4.350  0.322
C 2.883 -6.688 -5.254  -1.069
C 4.168 -7.511 -5.512  -0.274
O 4.535 -7.508 -6.911  -0.291
C 5.320 -6.518 -7.437  0.392
O 5.878 -5.631 -6.769  -0.539
C 5.712 -6.760 -8.914  0.880
F 5.075 -7.747 -9.445  -0.228
F 5.405 -5.655 -9.533  -0.259
F 7.020 -6.849 -9.013  -0.242
H 2.121 -6.992 -5.972  0.287
H 3.074 -5.619 -5.345  0.289
H 2.435 -6.761 -4.263  0.383
H 4.170 -8.516 -5.090  0.375
H 4.975 -7.106 -4.901  0.296
C -9.081 4.715 1.039  -1.085
C -9.034 5.459 2.343  -0.181
O -10.259 6.127 2.592  -0.300
C -10.662 7.263 1.987  0.432
O -9.967 7.783 1.116  -0.557
C -12.085 7.653 2.477  0.845
F -12.595 6.711 3.242  -0.226
F -12.015 8.813 3.077  -0.233
F -12.888 7.789 1.397  -0.254
H -9.248 5.398 0.207  0.325
H -9.854 3.948 1.096  0.299
H -8.098 4.318 0.785  0.353
H -8.279 6.244 2.385  0.337
H -8.908 4.708 3.122  0.243

Computed properties:
spin multiplicity: 1
ΔE to the lowest compared entry with this formula, charge and spin: 471.9 kJ/mol

Entry 4:
Density functional theory data (wB97M-V/def2-TZVPD) for a 2-piece molecular cluster, C5H9N overall at a distorted geometry.

Each line ends with the natural charge from an NBO analysis.
Positions of all 15 atoms, in Å:
C 1.948 0.330 -0.335  0.158
C -0.794 -1.184 0.793  -0.462
C -1.061 -1.115 -0.684  -0.478
C -0.569 0.084 0.088  0.095
C -0.974 1.553 0.098  -0.652
N 2.772 -0.164 0.442  -0.670
H 2.022 0.876 -1.224  0.142
H -1.679 -1.338 1.490  0.211
H 0.089 -1.705 0.949  0.232
H -0.440 -1.730 -1.276  0.210
H -2.008 -1.190 -1.143  0.208
H -0.191 2.114 -0.272  0.224
H -1.024 1.918 1.220  0.208
H -1.907 1.818 -0.322  0.215
H 3.819 -0.267 0.177  0.359

Computed properties:
spin multiplicity: 1
ΔE to the lowest compared entry with this formula, charge and spin: 565.1 kJ/mol